Molecular formula: C13H26N6O6STi
Method: DFT, the ωB97M-V functional and the def2-TZVPD basis

Structure (XYZ):
```
53
Properties=species:S:1:pos:R:3:lowdin_charge:R:1
O 1.642 2.168 -2.680 -0.179
H 1.314 2.594 -3.494 0.062
Ti -0.207 0.546 -0.201 0.876
N 1.395 1.880 0.444 -0.200
N 1.680 -0.623 0.098 -0.098
N -2.253 0.806 0.009 -0.096
N -1.088 -1.399 -0.040 -0.091
O 1.166 2.971 1.036 0.010
O -2.890 2.058 0.127 -0.013
O -0.438 -2.564 0.154 -0.066
O 1.875 -1.938 0.136 -0.068
C 2.842 0.076 0.103 -0.234
C 2.700 1.470 0.240 -0.193
C -3.112 -0.235 0.016 -0.229
C -2.455 -1.497 0.004 -0.249
C 3.803 2.479 0.179 0.017
H 3.720 3.085 -0.740 0.108
H 4.778 1.964 0.169 0.082
H 3.771 3.166 1.036 0.099
C 4.107 -0.696 0.018 0.012
H 4.158 -1.216 -0.946 0.112
H 4.158 -1.425 0.840 0.101
H 4.960 -0.017 0.083 0.078
C -4.592 -0.074 0.174 0.017
C -3.135 -2.811 0.206 -0.011
H -4.940 0.910 -0.172 0.096
H -4.859 -0.173 1.245 0.111
H -5.146 -0.856 -0.384 0.104
H -2.399 -3.623 0.257 0.089
H -3.849 -3.012 -0.611 0.102
H -3.745 -2.832 1.125 0.084
H -2.156 2.681 -0.102 0.098
H 0.695 -2.298 0.129 0.017
C 0.332 0.222 -2.173 -0.179
H 1.247 1.107 -2.653 -0.033
H -0.560 0.346 -2.810 0.023
H 0.639 -0.812 -2.385 0.013
O -0.463 2.584 -1.229 -0.177
H 0.458 2.574 -1.752 0.040
H -1.023 3.066 -1.870 0.106
C 1.528 -2.302 3.382 -0.006
N 0.078 -2.265 3.310 -0.113
C -0.725 -3.336 3.623 -0.027
C -2.019 -2.933 3.477 -0.052
N -1.956 -1.612 3.073 0.086
C -0.669 -1.174 2.969 -0.712
S -0.081 0.313 2.452 0.773
H 1.975 -2.373 2.381 0.080
H 1.894 -1.401 3.881 0.095
H 1.797 -3.201 3.961 0.107
H -0.284 -4.292 3.924 0.143
H -2.941 -3.470 3.628 0.126
H -2.761 -1.017 2.926 0.157
```

The spin multiplicity is 2. The energy above the lowest of the compared OMol25 structures with the same formula, charge and spin comes out at 62.12 kcal per mole. As for the charge: +1. Its HOMO energy (alpha / beta) is -10.57 / -10.60 eV. The calculation puts the LUMO energy (alpha / beta) at -4.39 / -4.61 eV.